# 1
Molecular formula: C34H47BrN4O2P3RuS2
Method: DFT, ωB97M-V with the def2-TZVPD basis set

Properties
- charge = +1
- E_HOMO (eV) = -10.556
- gap between HOMO and LUMO (eV) = 7.12

The geometry in XYZ format:
```
94
Properties=species:S:1:pos:R:3:forces:R:3
Ru -0.7966 0.4391 0.1098 -0.23 -1.29 0.47
C -0.7227 -2.7539 -1.3944 0.00 -0.07 -0.04
P -0.3681 -1.8517 0.1465 -0.02 0.28 0.18
C 1.4620 -2.0746 0.1432 -0.12 0.14 -0.04
N 2.0040 -3.2111 0.4904 0.24 0.24 -0.04
C 3.3648 -3.2481 0.5318 -0.19 -0.53 0.15
C 4.0074 -4.4506 0.9372 -0.22 0.22 -0.08
C 5.3605 -4.4821 1.0366 0.35 0.16 -0.03
C 6.1411 -3.3258 0.7386 0.03 -0.36 0.12
C 5.5514 -2.1713 0.3362 -0.30 0.08 -0.05
C 4.1346 -2.1178 0.2187 0.40 0.42 -0.11
N 3.5516 -0.9590 -0.1961 -0.03 -0.23 0.06
C 2.2460 -0.9429 -0.2535 -0.11 0.03 -0.02
P 1.3697 0.6221 -0.7256 -0.31 -0.31 0.02
C 2.3117 1.8922 0.1668 0.04 0.04 -0.01
C 1.8812 0.8873 -2.4986 -0.01 -0.03 -0.02
C 1.5260 2.3243 -2.9020 0.10 0.05 0.00
C 1.1305 -0.1426 -3.3460 -0.01 0.03 -0.09
C 3.3869 0.7173 -2.7353 0.00 -0.01 -0.04
C -1.1467 -2.9286 1.4538 0.00 0.05 -0.04
C -1.0517 -2.2296 2.8093 0.06 -0.09 0.06
C -2.6267 -3.0204 1.0382 -0.03 0.03 0.05
C -0.5738 -4.3412 1.5770 -0.05 -0.08 0.02
H -0.3314 -3.7683 -1.3113 0.00 0.00 -0.02
H -0.2306 -2.2445 -2.2207 -0.01 -0.01 0.00
H -1.7878 -2.7874 -1.6065 -0.03 -0.01 0.00
H 3.3952 -5.3132 1.1637 -0.03 0.03 -0.01
H 5.8569 -5.3928 1.3466 0.02 0.04 -0.01
H 7.2182 -3.3750 0.8331 -0.02 -0.03 0.00
H 6.1246 -1.2846 0.0979 -0.04 -0.01 -0.01
H 3.3769 1.7821 -0.0309 0.01 0.03 -0.01
H 2.1423 1.8113 1.2359 -0.01 0.02 0.02
H 1.9650 2.8708 -0.1626 0.00 0.01 0.00
H 0.4904 2.5816 -2.7171 0.11 -0.01 0.02
H 1.7297 2.4348 -3.9708 -0.01 0.01 0.05
H 2.1576 3.0442 -2.3791 0.03 -0.02 -0.02
H 0.0536 -0.1135 -3.1828 0.02 0.01 0.00
H 1.4980 -1.1525 -3.1407 0.01 0.02 0.00
H 1.3130 0.0603 -4.4051 0.01 -0.03 0.02
H 3.9821 1.4375 -2.1731 -0.02 -0.02 0.02
H 3.5674 0.9016 -3.7987 0.01 0.01 0.04
H 3.7509 -0.2799 -2.5030 -0.03 -0.02 -0.02
H -1.4340 -1.2126 2.7649 -0.08 0.04 -0.02
H -0.0215 -2.1992 3.1738 -0.02 0.03 -0.03
H -1.6472 -2.7886 3.5364 0.06 0.00 0.00
H -3.0380 -2.0514 0.7401 0.05 -0.01 0.03
H -3.2079 -3.3760 1.8924 0.01 -0.02 -0.04
H -2.7749 -3.7224 0.2175 0.01 0.01 0.01
H 0.4105 -4.3405 2.0391 -0.04 0.01 -0.02
H -0.4903 -4.8514 0.6169 -0.03 0.01 0.02
H -1.2530 -4.9245 2.2060 0.02 -0.01 -0.01
C -0.8455 2.4384 -5.7768 0.07 -0.07 -0.06
C -1.5669 2.9021 -4.5396 0.07 0.06 0.13
O -1.4053 1.8798 -3.5180 -0.42 -0.10 -0.21
P -2.2162 1.8245 -2.1597 0.24 0.60 -0.30
S -2.4318 -0.0902 -1.6981 0.59 0.19 -0.01
S -1.3035 2.7636 -0.6571 0.10 0.16 0.33
O -3.5151 2.6322 -2.5804 -0.27 -0.22 -0.07
C -4.5998 2.8646 -1.6586 0.05 -0.06 0.06
C -5.6168 3.7432 -2.3355 -0.04 0.07 -0.07
H -0.9472 3.1904 -6.5606 -0.01 -0.01 0.02
H -1.2681 1.5013 -6.1403 0.00 0.02 0.01
H 0.2164 2.2875 -5.5825 -0.05 0.01 -0.02
H -2.6282 3.0401 -4.7266 -0.03 0.01 0.00
H -1.1546 3.8357 -4.1523 0.02 0.02 -0.01
H -4.1895 3.3322 -0.7620 -0.01 0.02 0.02
H -5.0250 1.8967 -1.3871 -0.02 -0.02 0.00
H -5.1705 4.6971 -2.6158 -0.02 0.00 0.00
H -6.4489 3.9385 -1.6572 0.03 -0.01 0.00
H -6.0113 3.2633 -3.2309 0.01 0.01 0.01
Br 4.3526 -0.5214 6.2417 0.14 -0.03 0.10
C 2.9751 -0.0748 5.0480 -0.03 0.00 -0.02
C 3.0652 -0.4498 3.7206 -0.08 0.01 -0.13
C 2.0290 -0.1291 2.8555 0.22 -0.08 0.01
C 0.9218 0.5725 3.2826 -0.50 0.21 -0.33
C 0.8328 0.9137 4.6313 0.03 -0.02 0.23
C 1.8586 0.6022 5.5108 -0.14 0.06 -0.12
N -0.1718 0.8401 2.3541 0.86 0.13 -0.11
C -1.0140 1.7064 2.7483 -0.89 0.23 0.07
C -2.3950 1.7195 2.2238 0.99 0.03 0.23
C -3.3228 2.5698 2.7734 -0.46 0.18 0.10
C -4.6566 2.4302 2.3965 0.21 0.19 0.20
C -4.9768 1.4230 1.5174 -0.01 -0.26 -0.15
C -3.9605 0.6280 0.9919 -0.01 -0.16 0.14
N -2.6809 0.7725 1.3198 -0.18 0.11 -0.42
H 3.9310 -0.9894 3.3603 -0.02 0.00 -0.01
H 2.0880 -0.4287 1.8306 0.04 -0.03 -0.07
H -0.0494 1.3861 5.0398 0.03 -0.05 0.03
H 1.7785 0.8684 6.5556 -0.01 -0.01 -0.02
H -0.8207 2.3567 3.5998 -0.06 -0.03 -0.03
H -3.0106 3.3185 3.4901 -0.02 -0.01 -0.03
H -5.4187 3.0841 2.7989 0.02 -0.01 0.01
H -6.0002 1.2387 1.2187 0.03 0.00 0.00
H -4.1858 -0.1555 0.2854 -0.03 0.03 -0.09
```
Positions in Å, forces in eV/Å.

Löwdin charges, unit e, in atom order: 0.362, -0.258, 0.897, -0.382, 0.161, -0.195, -0.006, -0.055, -0.056, -0.009, -0.203, 0.146, -0.410, 0.908, -0.215, -0.672, -0.099, -0.094, -0.085, -0.687, -0.092, -0.094, -0.090, 0.055, 0.021, 0.017, 0.118, 0.112, 0.111, 0.119, 0.052, 0.022, 0.043, 0.011, 0.086, 0.082, 0.031, 0.079, 0.095, 0.079, 0.095, 0.066, 0.046, 0.081, 0.094, 0.044, 0.094, 0.083, 0.065, 0.073, 0.092, -0.058, -0.243, -0.369, -0.067, 0.430, 0.372, -0.319, -0.292, -0.059, 0.088, 0.089, 0.059, 0.112, 0.126, 0.091, 0.104, 0.086, 0.084, 0.085, 0.790, -0.696, -0.089, -0.041, -0.248, -0.015, -0.102, 0.046, -0.095, -0.308, 0.004, -0.027, -0.038, -0.164, -0.018, 0.107, 0.058, 0.108, 0.110, 0.126, 0.127, 0.121, 0.121, 0.063

---

# 2
Molecular formula: C34H47CsN4O8P2S2Si
Method: DFT, ωB97M-V with the def2-TZVPD basis set

Properties
- charge = -2
- energy above the lowest of the compared OMol25 structures with the same formula, charge and spin (kJ/mol) = 51.8
- E_HOMO (spin up / spin down) (eV) = -2.264 / -0.153
- gap between HOMO and LUMO (spin up / spin down) (eV) = 5.87 / 3.76

The geometry in XYZ format:
```
99
Properties=species:S:1:pos:R:3:forces:R:3
Cs 0.3437 0.5293 0.2728 -0.24 -0.08 -0.41
N -1.4726 2.1566 5.5949 0.12 -0.08 -0.04
C -1.5940 1.8669 4.1110 -0.02 0.01 0.06
C -3.0528 1.6546 3.7429 0.00 -0.06 -0.08
P -0.7516 3.3026 3.2759 0.03 0.22 0.09
O -1.9755 4.2070 2.7082 0.04 -0.01 -0.02
O -0.1145 4.0262 4.4241 -0.09 -0.02 -0.13
O 0.0321 2.7993 2.0997 -0.07 0.14 0.24
P -0.6447 0.2492 3.9275 0.00 0.05 0.31
O 0.8544 0.7593 3.6500 0.12 -0.10 -0.05
O -0.6748 -0.3002 5.3296 -0.05 0.06 -0.07
O -1.2150 -0.4862 2.7719 -0.02 -0.06 -0.15
H -0.7605 2.9198 5.6365 -0.02 0.06 0.05
H -1.1418 1.2430 5.9975 -0.02 -0.04 0.00
H -2.3464 2.4659 6.0076 -0.02 0.02 -0.05
H -3.6536 2.5432 3.9520 0.01 0.02 0.01
H -3.4646 0.7910 4.2712 0.01 0.00 0.01
H -3.1231 1.4362 2.6786 -0.01 0.00 0.01
H -2.0238 4.1171 1.7487 0.03 -0.03 -0.01
H 0.8383 1.4352 2.9346 0.02 0.05 0.17
N 4.7882 1.2774 2.4689 0.00 -0.04 -0.01
C 4.4117 0.3270 1.4125 0.06 -0.02 -0.01
C 4.1314 0.9483 0.0495 -0.07 0.22 0.06
C 3.6934 -0.0960 -0.9979 0.09 -0.05 0.04
O 4.3698 -0.1912 -2.0321 -0.02 -0.06 -0.02
O 2.6704 -0.7673 -0.6679 0.14 -0.05 -0.09
H 3.9641 1.7762 2.7855 0.00 0.01 0.00
H 5.4139 1.9759 2.0829 0.00 0.01 0.01
H 3.5373 -0.2297 1.7495 -0.02 0.01 -0.01
H 5.2167 -0.4067 1.3038 0.01 0.00 0.02
H 5.0150 1.4787 -0.3157 0.03 -0.04 0.00
H 3.3341 1.6984 0.1620 0.01 -0.06 -0.01
S -6.1237 -1.6840 -3.8754 0.02 0.00 -0.04
C -6.6626 -3.1492 -3.1452 0.04 0.08 0.02
C -5.8538 -3.4917 -2.1056 0.03 -0.04 0.03
C -4.7862 -2.5846 -1.8964 0.02 -0.02 0.02
C -4.7739 -1.5281 -2.7856 -0.09 -0.04 -0.01
C -3.8600 -0.4197 -2.8951 -0.01 0.00 0.00
C -2.8345 -0.2274 -1.9424 0.00 0.03 0.00
N -1.9517 0.7362 -1.9480 -0.04 0.01 -0.06
C -2.0060 1.6665 -2.9679 0.07 -0.01 0.11
C -3.0135 1.5746 -3.9753 -0.03 0.04 -0.05
C -3.0441 2.5764 -5.0171 0.02 -0.04 0.06
C -2.1522 3.5825 -5.0460 0.03 -0.02 0.06
C -1.1277 3.6976 -4.0380 -0.02 0.03 -0.06
C -0.1982 4.7190 -4.0450 -0.03 0.06 -0.08
C 0.7886 4.7907 -3.0592 0.02 0.03 0.01
C 0.7613 3.7778 -2.0770 -0.03 0.00 -0.04
N -0.0977 2.7926 -2.0303 -0.02 0.02 0.04
C -1.0657 2.7149 -3.0030 0.02 -0.05 0.10
C 1.7963 5.8376 -3.0167 -0.02 0.07 0.00
C 3.0356 5.8199 -2.4307 0.05 -0.03 0.03
C 3.7521 7.0361 -2.5819 0.06 -0.01 0.01
C 3.0679 7.9769 -3.2861 -0.06 -0.06 0.03
S 1.5198 7.3883 -3.7462 -0.02 -0.02 -0.06
C -3.9215 0.5395 -3.9284 -0.05 -0.02 -0.04
H -7.5292 -3.6671 -3.5205 -0.01 0.01 -0.01
H -6.0065 -4.3776 -1.5035 0.00 0.00 0.00
H -4.0432 -2.7151 -1.1230 0.00 0.00 0.00
H -2.7587 -0.9234 -1.1082 0.01 -0.02 -0.01
H -3.8102 2.4968 -5.7813 -0.01 -0.02 0.00
H -2.1865 4.3289 -5.8330 0.02 0.01 0.00
H -0.2338 5.4555 -4.8431 0.01 0.00 0.01
H 1.4926 3.8119 -1.2721 0.00 -0.02 0.01
H 3.4337 4.9452 -1.9364 0.00 0.01 0.00
H 4.7493 7.1939 -2.1941 -0.01 0.00 0.00
H 3.3850 8.9694 -3.5595 -0.01 0.01 0.00
H -4.6769 0.4726 -4.7056 -0.01 -0.02 0.01
C -1.3161 -3.5680 1.1027 -0.04 0.03 -0.03
Si 0.5387 -3.2562 0.9378 -0.01 -0.07 0.00
C 1.4025 -3.8709 2.5389 0.06 0.04 0.04
C 0.4841 -3.5629 3.7266 0.01 -0.02 -0.01
C 1.6696 -5.3796 2.5155 -0.03 0.01 0.01
C 2.7239 -3.1173 2.7358 -0.03 -0.02 0.00
C 1.1351 -4.0513 -0.7022 0.00 -0.02 -0.04
C 2.6620 -4.0695 -0.8251 -0.05 0.03 -0.01
C 0.5791 -3.1893 -1.8472 0.02 0.01 0.05
C 0.5770 -5.4743 -0.8411 0.00 0.02 0.00
H -1.5254 -4.5982 1.4137 -0.01 0.00 0.01
H -1.8200 -3.3978 0.1478 0.00 0.00 0.01
H -1.7352 -2.8803 1.8394 -0.01 -0.01 0.00
H -0.4370 -4.1490 3.6831 -0.01 0.01 0.01
H 0.2036 -2.5108 3.7677 -0.02 0.01 0.02
H 0.9952 -3.8098 4.6656 0.01 0.00 -0.01
H 0.7468 -5.9486 2.3682 0.01 -0.01 0.00
H 2.0998 -5.6899 3.4776 0.00 0.00 0.00
H 2.3722 -5.6645 1.7319 0.02 -0.01 -0.02
H 2.5435 -2.0499 2.8765 0.01 0.00 -0.01
H 3.3945 -3.2298 1.8819 0.02 0.01 -0.01
H 3.2403 -3.4888 3.6307 -0.01 0.00 0.00
H 3.0580 -3.0541 -0.7696 0.03 0.01 0.00
H 2.9445 -4.4858 -1.8006 0.00 0.00 0.00
H 3.1346 -4.6858 -0.0564 0.00 -0.02 0.02
H 1.0514 -2.2056 -1.8397 0.00 0.03 -0.02
H -0.5075 -3.0700 -1.7870 0.01 0.00 -0.01
H 0.8034 -3.6635 -2.8111 0.01 0.00 0.01
H 0.9546 -6.1435 -0.0656 0.00 -0.02 0.00
H 0.8723 -5.8908 -1.8132 0.00 0.01 0.00
H -0.5150 -5.4847 -0.7964 0.00 -0.02 -0.01
```
Positions in Å, forces in eV/Å.

Löwdin charges, unit e, in atom order: 1.069, 0.129, -0.478, -0.095, 0.324, -0.151, -0.326, -0.461, 0.260, -0.201, -0.337, -0.395, 0.103, 0.103, 0.145, 0.073, 0.084, 0.085, 0.074, -0.028, -0.012, -0.291, -0.148, -0.735, -0.040, -0.279, 0.054, 0.048, 0.087, 0.113, 0.102, 0.087, 0.987, -0.465, -0.225, -0.143, -0.483, -0.243, -0.111, 0.046, -0.173, -0.170, -0.046, -0.050, -0.165, -0.015, -0.236, -0.099, 0.070, -0.168, -0.486, -0.135, -0.212, -0.457, 0.999, -0.028, 0.042, 0.092, 0.088, 0.105, 0.102, 0.102, 0.096, 0.113, 0.109, 0.093, 0.046, 0.082, -0.205, 0.828, -0.654, -0.108, -0.112, -0.099, -0.653, -0.096, -0.107, -0.109, 0.029, 0.005, 0.011, 0.073, 0.050, 0.084, 0.073, 0.077, 0.058, 0.069, 0.070, 0.080, 0.061, 0.082, 0.058, 0.059, 0.064, 0.083, 0.057, 0.077, 0.068